(1)
This record from the Open Molecules 2025 dataset describes C3H8N2O2 in the gas phase. The level of theory is ωB97M-V/def2-TZVPD.

The SMILES is N[C@@]1(O)NCCO1. For the energy above the lowest of the compared OMol25 structures with the same formula, charge and spin, the calculation gives 97.41 kJ/mol. As for the molar mass: 104.1 u. The HOMO energy is -9.40 eV. The spin multiplicity is 1. The total energy comes out at -379.10391 a.u.

Last column: Löwdin charge in e.
Geometry (Å):
N (-0.851, -0.611, -1.612)  0.1270
C (0.133, 0.078, -0.818)  -0.6931
O (0.909, 0.792, -1.715)  0.0542
N (-0.496, 0.920, 0.188)  0.0488
C (-0.036, 0.502, 1.509)  -0.1728
C (0.514, -0.897, 1.240)  -0.1860
O (0.993, -0.799, -0.086)  -0.0482
H (-0.439, -0.826, -2.515)  0.0898
H (-1.087, -1.490, -1.163)  0.0875
H (-1.501, 0.880, 0.074)  0.1142
H (-0.847, 0.522, 2.243)  0.1172
H (0.760, 1.168, 1.865)  0.1112
H (-0.278, -1.659, 1.321)  0.1178
H (1.347, -1.188, 1.886)  0.1220
H (1.292, 1.525, -1.216)  0.1108

***

(2)
This record from the Open Molecules 2025 dataset describes C4H11N3 in the gas phase. The level of theory is ωB97M-V/def2-TZVPD.

The SMILES is [H]/N=C/NCCCN. For the energy above the lowest of the compared OMol25 structures with the same formula, charge and spin, the calculation gives 361.69 kJ/mol. As for the molar mass: 101.2 u. The HOMO energy is -8.30 eV. The spin multiplicity is 1. The total energy comes out at -323.16878 a.u.

Last column: Löwdin charge in e.
Geometry (Å):
C (1.288, -0.027, -1.367)  -0.3314
C (1.174, -1.134, -0.399)  -0.1964
C (-0.178, -1.195, 0.465)  -0.2215
N (-2.644, -0.118, 1.664)  0.0448
C (-1.650, 0.628, 1.215)  -0.3446
N (-0.446, 0.082, 1.017)  -0.0682
N (1.035, 1.328, -0.920)  -0.1060
H (0.469, -0.099, -2.094)  0.1112
H (2.172, 0.054, -2.102)  0.1290
H (1.346, -2.270, -0.756)  0.1535
H (1.867, -0.955, 0.522)  0.1269
H (-0.149, -2.022, 1.184)  0.1112
H (-0.981, -1.287, -0.338)  0.1285
H (-3.470, 0.541, 1.726)  0.0340
H (-1.580, 1.701, 1.245)  0.1079
H (0.249, 0.754, 0.712)  0.0638
H (1.358, 2.258, -0.405)  0.1468
H (0.140, 1.760, -1.369)  0.1107

***

(3)
This record from the Open Molecules 2025 dataset describes a 5-piece molecular cluster, C33H47ClF14NO11S overall. The level of theory is ωB97M-V/def2-TZVPD.

The net charge is +1. As for the molar mass: 967.2 u. The HOMO energy is -12.71 eV. The spin multiplicity is 1. The total energy comes out at -4424.05390 a.u.

Last column: Löwdin charge in e.
Geometry (Å):
C (-2.811, -1.715, -1.735)  -0.1214
C (-2.357, -1.713, -3.281)  -0.2370
C (-0.911, -0.995, -3.510)  -0.1922
C (0.216, -2.063, -3.105)  -0.1990
C (1.655, -1.441, -2.763)  -0.1789
C (1.627, -0.064, -1.923)  -0.1161
C (2.809, -0.170, -0.819)  0.0147
C (2.722, -1.221, 0.352)  -0.1166
S (1.270, -2.336, 0.544)  0.8157
O (1.476, -3.569, -0.304)  -0.3199
O (0.986, -2.746, 1.953)  -0.2885
F (-0.169, -1.647, -0.039)  -0.2034
C (3.912, -1.301, 1.342)  -0.0972
C (4.068, -2.310, 2.564)  -0.1533
C (4.825, -3.640, 2.046)  -0.6566
C (4.560, -4.941, 2.951)  -0.1213
Cl (4.534, -4.049, 0.283)  0.6211
C (5.124, -0.318, 1.108)  0.0913
C (5.109, 0.690, -0.053)  -0.0295
C (6.357, 1.658, -0.269)  -0.1157
C (7.753, 1.061, 0.317)  -0.1527
C (8.911, 1.694, -0.623)  -0.1491
F (8.620, 3.090, -0.916)  -0.1122
N (3.963, 0.712, -0.962)  -0.0647
O (4.061, 1.624, -1.975)  0.0552
H (-3.934, -1.889, -1.619)  0.0678
H (-2.287, -2.549, -1.143)  0.0636
H (-2.490, -0.729, -1.231)  0.0737
H (-3.173, -1.176, -3.870)  0.0958
H (-2.358, -2.804, -3.639)  0.1137
H (-0.823, -0.800, -4.633)  0.1059
H (-0.935, -0.047, -2.876)  0.0956
H (0.371, -2.737, -4.033)  0.1301
H (-0.149, -2.787, -2.283)  0.0969
H (2.164, -1.221, -3.778)  0.1291
H (2.366, -2.166, -2.224)  0.1014
H (1.835, 0.780, -2.684)  0.1274
H (0.627, 0.192, -1.440)  0.1140
H (3.117, -2.504, 3.158)  0.1072
H (4.803, -1.804, 3.302)  0.1358
H (5.955, -3.415, 2.140)  0.1123
H (3.463, -5.105, 3.209)  0.0891
H (4.889, -5.846, 2.310)  0.0836
H (5.254, -4.934, 3.874)  0.0980
H (6.026, -0.380, 1.818)  0.1298
H (6.126, 2.647, 0.251)  0.1443
H (6.515, 1.822, -1.391)  0.1271
H (7.894, 1.516, 1.358)  0.1254
H (7.793, -0.078, 0.300)  0.1210
H (9.933, 1.675, -0.120)  0.1287
H (8.980, 1.161, -1.633)  0.1306
H (3.463, 2.365, -1.694)  0.1714
C (-9.006, -4.166, 0.108)  -0.0613
C (-7.932, -5.226, -0.039)  -0.2049
O (-7.575, -5.395, -1.419)  0.0251
C (-6.669, -4.524, -1.908)  -0.3656
O (-6.163, -3.639, -1.265)  0.1533
C (-6.347, -4.849, -3.364)  -0.5123
F (-7.450, -5.130, -4.087)  0.1584
F (-5.536, -5.923, -3.470)  0.1574
F (-5.726, -3.836, -3.997)  0.1524
H (-9.868, -4.403, -0.521)  0.0852
H (-9.335, -4.091, 1.146)  0.0837
H (-8.638, -3.187, -0.210)  0.0776
H (-8.316, -6.188, 0.306)  0.1271
H (-7.052, -4.994, 0.568)  0.1246
C (-3.491, 4.935, -3.148)  -0.0694
C (-4.618, 4.134, -3.772)  -0.1931
O (-4.178, 3.504, -4.986)  0.0294
C (-3.530, 2.330, -4.844)  -0.3614
O (-3.308, 1.804, -3.782)  0.1474
C (-3.169, 1.755, -6.214)  -0.5085
F (-2.675, 2.689, -7.052)  0.1575
F (-4.241, 1.219, -6.833)  0.1630
F (-2.243, 0.778, -6.147)  0.1442
H (-3.086, 5.649, -3.867)  0.0755
H (-3.844, 5.478, -2.270)  0.0839
H (-2.667, 4.284, -2.846)  0.0792
H (-5.436, 4.803, -4.044)  0.1305
H (-5.023, 3.397, -3.073)  0.1265
C (-1.324, 7.321, 2.474)  -0.0630
C (-1.063, 8.607, 1.715)  -0.2030
O (-0.705, 8.326, 0.353)  0.0200
C (-1.732, 8.125, -0.499)  -0.3662
O (-2.892, 8.166, -0.183)  0.1678
C (-1.212, 7.888, -1.915)  -0.5039
F (-0.153, 7.050, -1.946)  0.1482
F (-0.806, 9.034, -2.499)  0.1651
F (-2.143, 7.353, -2.727)  0.1376
H (-0.465, 6.649, 2.397)  0.0801
H (-1.518, 7.527, 3.528)  0.0850
H (-2.183, 6.788, 2.060)  0.0779
H (-0.215, 9.131, 2.161)  0.1272
H (-1.920, 9.283, 1.763)  0.1281
C (0.549, -3.188, 5.545)  -0.0623
C (0.176, -2.631, 6.904)  -0.1986
O (1.228, -2.867, 7.851)  0.0263
C (2.238, -1.973, 7.848)  -0.3675
O (2.298, -1.021, 7.112)  0.1550
C (3.257, -2.316, 8.932)  -0.5141
F (3.540, -3.634, 8.977)  0.1558
F (2.814, -1.977, 10.160)  0.1635
F (4.431, -1.680, 8.760)  0.1553
H (0.812, -4.246, 5.623)  0.0871
H (-0.280, -3.081, 4.842)  0.0845
H (1.421, -2.672, 5.134)  0.0593
H (-0.710, -3.146, 7.282)  0.1298
H (-0.070, -1.567, 6.849)  0.1272

***

(4)
This record from the Open Molecules 2025 dataset describes an isolated ion of composition C2H9N2 and charge +1. The level of theory is ωB97M-V/def2-TZVPD.

The SMILES is NCC[NH3+]. For the energy above the lowest of the compared OMol25 structures with the same formula, charge and spin, the calculation gives 57.58 kJ/mol. The net charge is +1. As for the molar mass: 61.1 u. The HOMO energy is -13.59 eV. The spin multiplicity is 1. The total energy comes out at -190.85235 a.u.

Last column: Löwdin charge in e.
Geometry (Å):
C (0.067, -0.687, 0.397)  -0.2834
N (0.273, -1.840, -0.458)  0.0167
C (0.160, 0.597, -0.401)  -0.1474
N (-0.504, 1.723, 0.349)  0.1861
H (-0.947, -0.763, 0.786)  0.1224
H (0.740, -0.631, 1.260)  0.1226
H (-0.065, -2.684, -0.018)  0.0858
H (1.232, -1.966, -0.752)  0.0859
H (1.183, 0.925, -0.618)  0.1390
H (-0.314, 0.549, -1.391)  0.1426
H (-0.360, 2.625, -0.126)  0.1815
H (-0.147, 1.817, 1.302)  0.1747
H (-1.514, 1.587, 0.399)  0.1735

***

(5)
This record from the Open Molecules 2025 dataset describes H2NOP in the gas phase. The level of theory is ωB97M-V/def2-TZVPD.

The SMILES is NP=O. For the energy above the lowest of the compared OMol25 structures with the same formula, charge and spin, the calculation gives 88.24 kJ/mol. As for the molar mass: 63.0 u. The HOMO energy is -10.03 eV. The spin multiplicity is 1. The total energy comes out at -472.54714 a.u.

Last column: Löwdin charge in e.
Geometry (Å):
N (0.647, -0.054, 0.159)  -0.2806
O (-1.907, 0.713, 0.089)  -0.5290
P (-0.996, -0.454, 0.012)  0.6590
H (1.024, 0.860, 0.049)  -0.0038
H (1.232, -1.065, -0.309)  0.1544

***

(6)
This record from the Open Molecules 2025 dataset describes C5H3CrO6 as an isolated structure. The level of theory is ωB97M-V/def2-TZVPD.

For the energy above the lowest of the compared OMol25 structures with the same formula, charge and spin, the calculation gives 153.02 kJ/mol. The net charge is +2. As for the molar mass: 211.1 u. The HOMO energy (spin up / spin down) is -17.61 / -17.55 eV. The spin multiplicity is 4. The total energy comes out at -1687.36193 a.u.

Last column: Löwdin spin population.
Geometry (Å):
O (-0.874, 4.683, -1.990)  -0.0001
C (-0.827, 3.532, -1.960)  -0.0019
Cr (0.164, -0.841, -0.103)  2.3080
O (-0.049, 1.760, 1.440)  0.0706
C (0.045, 0.759, 0.844)  0.0744
C (-0.261, -2.601, 0.332)  0.0808
O (-0.477, -3.696, 0.676)  0.0844
C (1.788, -0.839, -0.987)  0.1166
O (2.789, -0.818, -1.594)  0.1604
C (-0.872, -0.303, -1.524)  0.0446
O (-1.500, 0.129, -2.415)  0.0546
H (-0.559, 2.184, -1.448)  -0.0036
O (0.534, -1.316, 2.667)  0.0109
H (-0.031, -2.076, 2.948)  0.0000
H (0.130, -0.556, 3.114)  0.0002